[1]
This record from the Open Molecules 2025 dataset describes C3H3NOS in the gas phase in a non-equilibrium geometry. The level of theory is ωB97M-V with the def2-TZVPD basis set.

XYZ file:
```
9
Properties=species:S:1:pos:R:3:forces:R:3
N 1.19865 -0.12488 -2.53836 -5.7 -4.3 10.3
C 0.54302 -0.54299 -1.45539 9.2 4.4 -12.3
C -0.53649 -0.39709 -0.62314 -4.8 -1.4 -0.5
O -1.58120 -0.77014 -1.22728 2.0 1.1 2.6
C -0.46709 0.28552 0.70150 2.9 -0.4 -0.2
S 0.75705 -0.31265 2.02413 -0.5 0.6 -1.7
H -1.32410 0.08231 1.18463 -3.4 0.0 1.3
H -0.26701 1.33310 0.50411 -0.2 0.2 0.2
H 1.67717 0.44682 1.42982 0.6 -0.1 0.4
```
Positions in Å, forces in eV/Å.

electronic energy: -644.1730 Eh
LUMO: -0.0523 hartree
HOMO: -10.204 eV
energy relative to the best compared isomer or geometry (same formula, charge and spin): 3.101 eV
SMILES string: N#CC(=O)CS


[2]
This record from the Open Molecules 2025 dataset describes C2H6INS in the gas phase in a non-equilibrium geometry. The level of theory is ωB97M-V with the def2-TZVPD basis set.

XYZ file:
```
11
Properties=species:S:1:pos:R:3:forces:R:3
C 0.88552 -1.94543 0.18474 -2.7 -0.3 -0.5
C -0.33060 2.18110 -0.15306 0.7 -0.1 -1.0
N 1.21655 -0.62635 -0.14432 -1.7 3.1 0.9
S -0.30442 0.57208 0.65594 3.1 -2.1 0.1
I -2.58863 -0.55834 -0.10438 -0.9 -0.3 -0.4
H -0.07611 -2.11659 -0.45399 0.9 -0.1 1.2
H 0.64393 -2.17742 1.25297 0.3 0.1 -0.8
H 1.58084 -2.63212 -0.27269 0.7 -0.1 0.2
H -1.33060 2.60872 0.22702 1.8 -0.3 -0.8
H -0.33662 1.92763 -1.25607 -0.4 0.8 1.2
H 0.64015 2.76673 0.06384 -1.9 -0.7 0.0
```
Positions in Å, forces in eV/Å.

electronic energy: -830.2900 Eh
LUMO (spin up / spin down): -0.0406 / -0.0338 hartree
HOMO (spin up / spin down): -9.023 / -7.526 eV
energy relative to the best compared isomer or geometry (same formula, charge and spin): 2.027 eV


[3]
This record from the Open Molecules 2025 dataset describes a molecular structure, C5H8ClNO2 in a non-equilibrium geometry. The level of theory is ωB97M-V with the def2-TZVPD basis set.

XYZ file:
```
17
Properties=species:S:1:pos:R:3:forces:R:3
C -0.94290 -1.56164 0.37897 2.5 0.9 0.6
C 1.11490 -0.08298 0.68172 1.2 2.0 0.4
C 2.44372 0.52110 1.09099 -0.2 -1.4 -0.9
C -1.63768 0.25875 -1.72445 -1.0 -0.9 -1.4
C -1.12287 0.24740 -0.31432 3.8 0.1 -1.1
N 0.24934 0.62883 -0.07940 -1.0 -2.0 -0.4
O -0.83347 -2.41737 -0.40690 -0.8 -0.9 -1.4
O 0.79574 -1.21442 1.10640 -1.9 -2.1 0.5
Cl -2.18953 1.24327 0.79186 -1.9 1.1 1.7
H -1.31333 -1.56988 1.38331 -0.9 0.3 0.5
H 2.37738 1.12048 1.97403 -0.3 1.1 0.4
H 2.95478 -0.36936 1.52087 0.4 0.6 -1.0
H 2.94736 1.05161 0.22985 -0.1 -0.6 1.1
H -1.52502 -0.74523 -2.30810 1.0 2.0 0.8
H -2.74899 0.20006 -1.68534 0.5 0.8 0.2
H -1.30996 1.25719 -2.26164 -0.5 -2.3 0.9
H 0.74054 1.43218 -0.37783 -0.7 1.4 -1.0
```
Positions in Å, forces in eV/Å.

electronic energy: -860.5116 Eh
2S+1: 3
LUMO (spin up / spin down): 0.0263 / -0.1196 hartree
HOMO (spin up / spin down): -3.920 / -10.143 eV
energy relative to the best compared isomer or geometry (same formula, charge and spin): 1.800 eV


> Which value of energy relative to the best compared isomer or geometry (same formula, charge and spin) does entry 2 give?

2.027 eV


> Look up the electronic energy of the second one.

-830.2900 Eh


> The lowest electronic energy belongs to which entry?

C5H8ClNO2


> Among the records above, which one has the lowest energy relative to the best compared isomer or geometry (same formula, charge and spin)?

C5H8ClNO2